# C25H46BN7O2P

3 unconnected molecules or ions with the total composition C25H46BN7O2P in a non-equilibrium geometry (ωB97M-V/def2-TZVPD, the OMol25 dataset).

The calculation puts the energy at -1879.83413 Eh. The calculation puts the max |F| at 3.265 eV/Å. The value obtained for the gap between HOMO and LUMO is 7.6 eV.

The geometry in ORCA input format:
```
! RIJCOSX wB97M-V def2-TZVPD def2/J DEFGRID3
* xyz 1 1
C -1.1371 -2.7525 4.1722
C 0.1070 -3.1214 3.3375
C -0.1967 -3.9612 2.0766
C -1.3536 -3.4343 1.2134
C -0.9159 -2.1071 0.5259
C -1.4786 -0.8827 1.2723
N -1.8478 0.2594 0.4200
N -3.1595 0.4326 0.0481
C -3.8529 -0.6074 -0.3200
C -3.6160 -1.4166 -1.5454
C -5.0345 -0.9932 0.5084
C -0.9667 1.1594 0.0645
N -1.4213 2.2369 -0.6941
B -0.9849 2.2174 -2.1335
O 0.3552 2.4195 -2.4427
C -1.9398 2.0121 -3.3540
C -1.6686 0.6079 -4.0179
N 0.3456 0.9776 0.5448
C 1.1716 0.1354 -0.3422
O 1.9863 -0.6923 0.4380
C 3.0510 -1.2228 -0.3696
C 3.3930 -2.6367 0.0414
P 1.1838 2.4259 1.0274
N 2.1276 2.0709 2.2266
H -1.8682 -3.5544 4.0883
H -0.8072 -2.6177 5.2001
H -1.5587 -1.7898 3.8903
H 0.7450 -3.7505 3.9595
H 0.6988 -2.2290 3.1160
H 0.7253 -3.9644 1.4921
H -0.3962 -4.9871 2.3899
H -1.5637 -4.2010 0.4663
H -2.2770 -3.3036 1.7793
H -1.1757 -2.1351 -0.5329
H 0.1681 -2.1183 0.5745
H -0.7347 -0.5726 2.0004
H -2.3323 -1.2037 1.8579
H -3.9513 -2.4362 -1.3596
H -2.5996 -1.3748 -1.9234
H -4.2901 -1.0297 -2.3159
H -5.6517 -1.6884 -0.0582
H -5.6161 -0.1193 0.7924
H -4.7055 -1.5214 1.4052
H -1.2613 3.1298 -0.2343
H 0.6503 3.2186 -1.9753
H -2.9893 2.1767 -3.1237
H -1.6225 2.7503 -4.0935
H -0.9880 0.7301 -4.8528
H -1.1208 -0.0053 -3.2967
H -2.5950 0.1325 -4.3175
H 1.8417 0.7956 -0.9095
H 0.5733 -0.4434 -1.0510
H 3.9040 -0.5403 -0.3602
H 2.6925 -1.2632 -1.4055
H 4.3680 -2.8941 -0.3736
H 3.4427 -2.7663 1.1201
H 2.6950 -3.3475 -0.3970
H 1.9649 2.8925 -0.0533
H 0.2274 3.3790 1.4425
H 1.8182 2.6213 3.0248
N 2.3109 -1.4530 5.7372
C 2.9725 -1.0723 4.6439
C 4.0063 -1.8014 4.0761
C 4.3794 -2.9915 4.6792
C 3.7059 -3.4034 5.8179
C 2.6835 -2.6017 6.3021
H 2.6508 -0.1335 4.2042
H 4.5050 -1.4431 3.1854
H 5.1834 -3.5895 4.2687
H 3.9666 -4.3250 6.3199
H 2.1275 -2.8862 7.1889
N -1.1424 6.8288 -5.2458
C -0.6183 7.2276 -6.4035
C 0.4452 6.5917 -7.0285
C 0.9983 5.4809 -6.4152
C 0.4673 5.0522 -5.2089
C -0.5975 5.7587 -4.6735
H -1.0804 8.1026 -6.8461
H 0.8279 6.9594 -7.9703
H 1.8297 4.9570 -6.8694
H 0.8692 4.1883 -4.6943
H -1.0484 5.4572 -3.7317
*
```

Atom charges from the Löwdin analysis, given in e for atoms 1 to 8: C -0.087; C -0.243; C -0.201; C -0.180; C -0.144; C -0.080; N 0.013; N 0.147

# C25H46N8S3Y

A molecular structure, C25H46N8S3Y in a non-equilibrium geometry (ωB97M-V/def2-TZVPD, the OMol25 dataset).

The calculation puts the energy at -2650.40677 Eh. The calculation puts the max |F| at 1.240 eV/Å. The value obtained for the gap between HOMO and LUMO is 7.9 eV.

The geometry in ORCA input format:
```
! RIJCOSX wB97M-V def2-TZVPD def2/J DEFGRID3
* xyz 3 1
Y -0.4786 -0.4580 0.4952
C -3.0845 -2.7559 2.1254
C -2.8384 -3.6746 0.9372
S -1.8822 -2.9438 -0.4420
C -0.6049 -4.2022 -0.7257
C 0.3204 -4.4919 0.4450
S 1.1086 -3.0010 1.1364
C 0.8466 -3.2141 2.9242
C -0.5982 -3.3094 3.3824
S -1.6415 -1.9128 2.8443
H -3.5575 -3.3212 2.9283
H -3.7659 -1.9435 1.8714
H -3.8018 -3.9683 0.5237
H -2.3228 -4.5857 1.2334
H -0.0525 -3.8326 -1.5902
H -1.1131 -5.1149 -1.0347
H 1.1222 -5.1483 0.1117
H -0.2001 -4.9990 1.2546
H 1.3425 -2.3540 3.3754
H 1.3923 -4.1054 3.2334
H -0.6235 -3.3125 4.4712
H -1.0772 -4.2247 3.0426
C -2.9078 3.3993 -2.8031
N -1.9287 2.7593 -1.9110
C -0.6561 3.4585 -1.7369
C -2.1152 1.5084 -1.4513
N -1.1218 0.5990 -1.3444
C -0.0108 0.7058 -2.2519
C -0.2065 1.0019 -3.5991
C 0.8592 1.2524 -4.4438
C 2.1482 1.2305 -3.9320
C 2.3575 0.8599 -2.6152
C 1.2948 0.5125 -1.7776
N 1.5013 0.0316 -0.4374
C 2.6890 -0.5602 -0.1527
N 3.2175 -0.3609 1.0642
C 4.1559 -1.2895 1.6969
C 2.7600 0.7331 1.9138
N 3.3354 -1.3744 -1.0086
C 4.7909 -1.3344 -1.1948
C 2.6292 -2.1070 -2.0514
N -3.3527 1.1566 -1.0575
C -4.3147 2.1082 -0.5053
C -3.8285 -0.2166 -1.1410
H -2.4096 4.2261 -3.3024
H -3.7754 3.7979 -2.2836
H -3.2464 2.6986 -3.5658
H -0.0750 3.4940 -2.6589
H -0.0596 2.9685 -0.9700
H -0.8663 4.4821 -1.4241
H -1.2197 1.0666 -3.9818
H 0.6815 1.4889 -5.4848
H 2.9920 1.4876 -4.5599
H 3.3667 0.8411 -2.2220
H 4.1788 -2.2327 1.1604
H 3.8237 -1.4832 2.7188
H 5.1610 -0.8709 1.7427
H 2.4634 1.5851 1.3101
H 3.5754 1.0324 2.5693
H 1.9188 0.4286 2.5483
H 5.2594 -0.6627 -0.4832
H 5.0063 -0.9681 -2.2014
H 5.2237 -2.3303 -1.0939
H 1.5656 -2.1468 -1.8308
H 3.0275 -3.1221 -2.0837
H 2.7601 -1.6509 -3.0334
H -3.8191 3.0357 -0.2380
H -4.7488 1.6768 0.3974
H -5.1248 2.3139 -1.2051
H -3.2227 -0.7857 -1.8356
H -4.8582 -0.2153 -1.4995
H -3.8298 -0.7023 -0.1570
C 0.2565 3.7944 4.0967
N -0.3824 3.6536 2.7701
C -0.7490 4.8881 2.0481
C -0.5897 2.4910 2.2544
N -0.7722 1.4321 1.7956
H -0.3761 4.4135 4.7298
H 1.2306 4.2688 3.9858
H 0.3737 2.8187 4.5613
H -1.3841 5.4975 2.6889
H -1.2925 4.6409 1.1394
H 0.1504 5.4483 1.7950
*
```

Atom charges from the Löwdin analysis, given in e for atoms 1 to 8: Y 1.275; C -0.488; C -0.449; S 0.850; C -0.481; C -0.448; S 0.865; C -0.477

# C25H46P2Rh

A molecular structure, C25H46P2Rh in a non-equilibrium geometry (ωB97M-V/def2-TZVPD, the OMol25 dataset).

The calculation puts the energy at -1772.92911 Eh. Its expectation value of S² is 6.041. The value obtained for the energy above the lowest of the compared OMol25 structures with the same formula, charge and spin is 20.4 kcal/mol. The calculation puts the max |F| at 3.741 eV/Å. The value obtained for the gap between HOMO and LUMO (spin up / spin down) is 6.9 / 6.2 eV.

The geometry in ORCA input format:
```
! RIJCOSX wB97M-V def2-TZVPD def2/J DEFGRID3
* xyz 1 5
Rh 0.4223 -2.5681 -2.8182
C -0.5299 -0.3039 -0.2689
C -1.3355 -0.4617 -1.4138
C -0.3632 -2.5433 -0.8782
C 0.1257 -1.5203 0.0237
C -1.2956 -1.8520 -1.8257
C -0.5475 0.8861 0.6200
H -0.7635 1.8188 0.0782
H 0.4151 1.0057 1.1479
H -1.3188 0.7991 1.4102
C 0.9879 -1.7553 1.1886
H 1.5347 -0.8420 1.4834
H 1.7114 -2.5594 0.9742
H 0.4076 -2.0802 2.0669
C -0.4244 -3.9885 -0.5481
H -1.3706 -4.2779 -0.0715
H 0.3967 -4.2524 0.1231
H -0.2958 -4.5585 -1.4714
C -2.3805 -2.5203 -2.5906
H -3.1462 -2.9461 -1.9318
H -1.9683 -3.3172 -3.2265
H -2.8591 -1.7852 -3.2475
C -2.2951 0.5353 -1.9199
H -3.2290 0.5536 -1.3331
H -2.5604 0.3213 -2.9637
H -1.8765 1.5520 -1.8898
C 2.9545 2.3093 -0.0813
C 1.8680 3.0898 -0.1680
C 1.1219 3.5276 -1.3883
C 1.9033 3.4587 -2.7311
C 1.6873 2.2268 -3.4633
C 2.2583 0.9133 -3.2639
C 2.7919 0.5477 -1.8630
C 3.6734 1.6270 -1.1996
H 0.7732 4.5575 -1.2328
H 2.9647 3.7218 -2.6161
H 0.1977 2.9397 -1.5017
H 4.0730 2.3266 -1.9442
H 3.2963 2.0119 0.9093
H 1.4342 3.4449 0.7712
H 4.5367 1.1014 -0.7567
H 1.9189 0.3018 -1.2333
H 1.4174 0.1895 -3.4416
H 3.3696 -0.3972 -1.8718
H 1.4891 4.2546 -3.3862
H 0.9038 2.2758 -4.2243
P 3.4182 0.1797 -4.5882
P 1.0123 -3.1009 -4.6884
C 2.8901 -1.1509 -5.7038
C 2.7347 -2.5858 -5.1671
H 3.6654 -1.1652 -6.4902
H 1.9708 -0.8043 -6.1906
H 3.0724 -3.2971 -5.9346
H 3.3646 -2.7674 -4.2813
C 1.1954 -4.9201 -4.7913
H 0.3275 -5.3779 -4.3099
H 2.0958 -5.1910 -4.2264
H 1.2892 -5.2847 -5.8161
C -0.1138 -2.4659 -5.9868
H 0.0852 -2.8850 -6.9758
H -0.0310 -1.3725 -6.0412
H -1.1428 -2.7074 -5.6982
C 5.0110 -0.2804 -3.8410
H 5.2405 0.3245 -2.9505
H 5.8273 -0.1287 -4.5692
H 5.0005 -1.3450 -3.5630
C 3.6675 1.7122 -5.5639
H 2.8115 1.8377 -6.2462
H 4.6016 1.6948 -6.1493
H 3.6975 2.5830 -4.8802
C 1.9845 1.0447 2.6295
H 1.2824 0.5708 3.3263
H 2.9553 0.5508 2.5123
H 1.9939 2.1405 2.6256
*
```

Atom charges from the Löwdin analysis, given in e for atoms 1 to 8: Rh 0.548; C -0.224; C -0.201; C -0.402; C -0.201; C -0.369; C -0.039; H 0.063

# C25H47BF3NO12PS4

4 unconnected molecules or ions with the total composition C25H47BF3NO12PS4 in a non-equilibrium geometry (ωB97M-V/def2-TZVPD, the OMol25 dataset).

The calculation puts the energy at -4196.57300 Eh. The calculation puts the max |F| at 3.745 eV/Å. The value obtained for the gap between HOMO and LUMO is 5.4 eV.

The geometry in ORCA input format:
```
! RIJCOSX wB97M-V def2-TZVPD def2/J DEFGRID3
* xyz 1 1
C -2.8436 -0.3132 -0.7307
C -1.5216 -0.3090 -0.8523
C -0.9035 0.5838 -1.8864
C -0.5161 1.8505 -1.4918
C -0.7565 2.2831 -0.0822
O -1.7845 2.8218 0.1433
O 0.1310 2.0530 0.8723
C 1.3476 1.3639 0.5023
O 2.2035 1.4990 1.5698
C 2.7354 0.2791 2.0521
O 2.0522 -0.1077 3.2004
C 1.7962 -1.5085 3.2583
C 0.4836 -1.8687 2.5475
O -0.4554 -0.8251 2.7756
C 0.0895 2.7060 -2.4380
C 0.5227 4.0643 -1.9335
C -0.6680 5.0255 -1.6415
C -0.4963 6.4512 -2.2189
C -0.2406 7.4853 -1.1198
C 0.2437 2.2692 -3.7551
P 1.0452 3.4406 -5.0034
C 2.7639 3.6211 -4.3852
O 0.3443 4.9050 -4.7726
N -0.1903 0.9980 -4.1230
S -0.1103 0.3493 -5.7269
O 0.4044 1.2258 -6.7133
O -1.3881 -0.1862 -6.0599
C 1.1092 -1.0928 -5.6741
F 0.4756 -2.2285 -5.7452
F 1.9585 -0.9397 -6.6537
F 1.7889 -0.9979 -4.5179
C -0.7279 0.1592 -3.1931
B -1.2133 -1.3893 -3.3378
C -0.2058 -2.4249 -2.7255
O -2.3625 -1.7721 -3.9033
H -3.3290 -0.5829 0.1961
H -3.5000 -0.0097 -1.5342
H -0.8848 -0.9047 -0.2102
H 1.8114 1.8228 -0.3721
H 1.0969 0.3190 0.3123
H 3.7759 0.4815 2.3112
H 2.7369 -0.5096 1.2951
H 1.7434 -1.8347 4.2896
H 2.6210 -2.0670 2.8169
H 0.6780 -1.8989 1.4685
H 0.1131 -2.8186 2.9225
H -1.1444 -0.8902 2.1107
H 0.9934 3.8671 -0.9698
H 1.2857 4.5322 -2.5396
H -1.6082 4.5799 -1.9527
H -0.7475 5.1288 -0.5656
H -1.4278 6.7027 -2.7195
H 0.2985 6.4780 -2.9535
H -0.6005 8.4686 -1.4052
H -0.7554 7.2311 -0.1964
H 0.8207 7.5388 -0.8881
H 3.0036 4.6734 -4.2725
H 2.8523 3.1401 -3.4102
H 3.4360 3.1052 -5.0585
H -0.3823 4.9240 -5.4067
H 0.0034 -3.2625 -3.3850
H -0.5746 -2.7603 -1.7576
H 0.7494 -1.9402 -2.5278
H -2.8908 -1.0509 -4.2640
C -1.8671 2.5451 3.5198
S -3.0971 1.4133 4.1718
O -4.2544 1.4346 3.2371
C -3.5422 2.4187 5.5931
H -1.4838 2.1263 2.5947
H -2.3295 3.5133 3.3244
H -1.0523 2.6462 4.2366
H -3.8927 3.3948 5.2573
H -2.6754 2.5278 6.2448
H -4.3391 1.9075 6.1289
C -0.3546 -5.1088 5.4049
S 1.4407 -5.0693 5.4185
O 1.8736 -4.5095 4.1035
C 1.6792 -6.8469 5.3399
H -0.7133 -4.0812 5.4094
H -0.7057 -5.6171 4.5063
H -0.7112 -5.6223 6.2972
H 1.1963 -7.2447 4.4473
H 1.2620 -7.3071 6.2349
H 2.7489 -7.0400 5.2965
C 1.1162 -5.8395 1.7922
S 0.5900 -4.7056 0.5092
O -0.7290 -4.1450 0.9182
C 0.2698 -5.9598 -0.7370
H 1.3349 -5.2507 2.6832
H 0.3169 -6.5529 1.9983
H 2.0186 -6.3579 1.4680
H -0.4704 -6.6669 -0.3636
H 1.1995 -6.4738 -0.9802
H -0.1147 -5.4625 -1.6254
*
```

Atom charges from the Löwdin analysis, given in e for atoms 1 to 8: C 0.126; C -0.106; C -0.092; C 0.012; C -0.493; O 0.203; O 0.102; C -0.173

# C25H47BN2O

2 unconnected molecules or ions with the total composition C25H47BN2O in a non-equilibrium geometry (ωB97M-V/def2-TZVPD, the OMol25 dataset).

The calculation puts the energy at -1190.29521 Eh. The calculation puts the max |F| at 2.181 eV/Å. The value obtained for the gap between HOMO and LUMO is 7.4 eV.

The geometry in ORCA input format:
```
! RIJCOSX wB97M-V def2-TZVPD def2/J DEFGRID3
* xyz 0 1
C -3.2955 0.9896 5.3961
C -2.5105 1.7678 4.3391
N -1.6028 0.9164 3.5454
C -1.0512 1.7442 2.3805
C 0.4587 1.5597 2.1932
B 0.8713 1.3162 0.6105
C 2.4985 1.2438 0.3079
C 3.4378 1.5434 1.4968
C 3.6691 3.0539 1.6336
C 4.8362 0.9370 1.1401
C 0.0803 2.3958 -0.3391
C -0.6659 1.9457 -1.4096
C -1.3783 2.8096 -2.2119
C -1.3434 4.1434 -1.9175
C -0.6031 4.6392 -0.8841
C 0.0965 3.7554 -0.0998
C -2.3342 -0.0600 2.8350
C -1.5363 -1.2935 2.4959
O -3.4811 0.0630 2.4210
H -3.6960 1.6239 6.1847
H -2.7015 0.1550 5.7744
H -4.1671 0.5420 4.9086
H -1.9077 2.5244 4.8486
H -3.1958 2.3224 3.6874
H -1.2334 2.7914 2.6118
H -1.6111 1.4523 1.4888
H 0.9774 2.4319 2.6125
H 0.8259 0.6946 2.7568
H 0.3906 0.1954 0.2978
H 2.7911 0.2857 -0.1429
H 2.7165 2.0172 -0.4436
H 3.1498 1.0633 2.4337
H 4.0476 3.3980 0.6639
H 4.4661 3.2831 2.3461
H 2.7598 3.6198 1.8430
H 5.6383 1.4344 1.6929
H 4.8233 -0.0985 1.5025
H 5.0130 0.9247 0.0654
H -0.6859 0.8783 -1.6102
H -1.9632 2.3910 -3.0239
H -1.9259 4.8295 -2.5278
H -0.5874 5.6984 -0.6603
H 0.6855 4.1034 0.7448
H -1.1775 -1.7831 3.3997
H -0.7295 -0.9404 1.8384
H -2.1747 -1.9436 1.8967
C -3.2454 -3.5647 -2.5265
C -2.6220 -2.8830 -1.3025
C -1.5451 -1.8414 -1.5847
N -0.1345 -2.3396 -1.8556
C 0.6760 -1.0881 -2.1828
C 2.0603 -1.3909 -2.7177
C 1.9837 -2.3008 -3.9328
C 1.2720 -3.5898 -3.5531
C -0.1180 -3.3193 -2.9968
C 0.4120 -2.9597 -0.6162
H -2.6482 -4.3953 -2.8988
H -4.2172 -3.9801 -2.2617
H -3.3978 -2.8561 -3.3425
H -2.2860 -3.6328 -0.5840
H -3.4273 -2.3394 -0.8045
H -1.4486 -1.1790 -0.7223
H -1.8321 -1.2339 -2.4428
H 0.1063 -0.5349 -2.9302
H 0.7254 -0.4894 -1.2681
H 2.5418 -0.4500 -2.9855
H 2.6854 -1.8434 -1.9436
H 2.9839 -2.5177 -4.3087
H 1.4404 -1.7997 -4.7405
H 1.8713 -4.1433 -2.8250
H 1.1777 -4.2364 -4.4267
H -0.5409 -4.2491 -2.6242
H -0.7593 -2.9085 -3.7767
H -0.1748 -3.8383 -0.3641
H 0.3416 -2.2086 0.1685
H 1.4450 -3.2520 -0.7729
*
```

Atom charges from the Löwdin analysis, given in e for atoms 1 to 8: C -0.088; C -0.255; N -0.067; C -0.157; C -0.150; B -0.527; C -0.138; C -0.432